No. 1
An isolated molecule of C4H7BO4. Source: OMol25; level of theory: ωB97M-V/def2-TZVPD.

```
! wB97M-V def2-TZVPD RIJCOSX def2/J DEFGRID3
* xyz 0 1
B 2.253 -0.374 -0.133
C 0.695 1.583 0.673
C 0.899 0.317 0.229
C -0.355 -0.609 0.152
C -2.577 -0.623 -0.346
O -0.473 -1.823 0.113
O 3.174 0.489 -0.658
O 2.424 -1.633 0.399
O -1.409 0.193 -0.111
H -0.085 2.040 1.155
H 1.430 2.294 0.575
H -2.831 -1.184 0.619
H -2.632 -1.239 -1.323
H -3.452 0.206 -0.453
H 4.066 0.210 -1.008
H 3.367 -1.987 0.535
*
```

As for the SMILES: C=C(B(O)O)C(=O)OC. For the HOMO-LUMO gap, the calculation gives 10.01 eV. The relative energy (zero: lowest compared OMol25 entry of this formula, charge and spin) comes out at 105.7 kJ/mol.

These are the natural (NBO) partial charges, in e, on atoms 1 to 5: B 1.104; C -0.250; C -0.439; C 0.769; C -0.286

=====

No. 2
An isolated molecule of C19H24N2O3S2. Source: OMol25; level of theory: ωB97M-V/def2-TZVPD.

```
! wB97M-V def2-TZVPD RIJCOSX def2/J DEFGRID3
* xyz 0 1
O -3.995 1.095 -1.575
O -3.055 -0.903 -2.503
N -1.052 2.212 -3.746
O 1.731 -0.028 4.398
S -3.413 1.901 -4.925
C -2.234 1.627 -3.582
C -1.036 3.028 -4.832
C -2.150 2.942 -5.645
C 2.764 1.971 2.533
C 3.597 1.468 3.503
C -0.301 -0.133 3.192
C -1.139 0.175 2.102
C 0.519 1.988 1.412
C 0.984 0.507 3.378
C 1.380 1.546 2.490
C -0.717 1.267 1.232
N -1.521 0.566 -0.948
C -1.665 1.563 0.070
C 3.972 -0.837 4.424
C 3.286 1.125 5.947
C -0.313 -2.267 -0.717
C 1.944 -1.228 -1.504
C -0.165 0.205 -1.531
C 3.122 0.421 4.527
C 0.547 -0.935 -0.803
S -2.768 0.525 -2.168
H -0.201 3.655 -5.204
H -2.138 3.478 -6.587
H 3.301 2.689 1.927
H 4.625 1.821 3.725
H -0.633 -0.980 3.820
H -1.985 -0.395 1.940
H 0.813 2.777 0.721
H -2.636 1.529 0.567
H -1.586 2.636 -0.288
H 3.793 -1.358 3.507
H 3.707 -1.549 5.212
H 5.008 -0.538 4.433
H 3.226 2.204 5.840
H 2.517 0.990 6.661
H 4.299 1.008 6.367
H -1.181 -2.162 -0.156
H 0.154 -3.078 -0.249
H -0.612 -2.716 -1.677
H 2.435 -1.896 -0.875
H 2.458 -0.330 -1.623
H 1.824 -1.713 -2.477
H 0.438 1.152 -1.556
H -0.109 -0.027 -2.536
H 0.619 -0.539 0.234
*
```

As for the SMILES: CC(C)CN(Cc1ccc2c(c1)C=CC(C)(C)O2)S(=O)(=O)c1nccs1. For the HOMO-LUMO gap, the calculation gives 7.70 eV. The relative energy (zero: lowest compared OMol25 entry of this formula, charge and spin) comes out at 544.2 kJ/mol.

These are the natural (NBO) partial charges, in e, on atoms 1 to 5: O -0.918; O -0.882; N -0.426; O -0.490; S 0.440

=====

No. 3
A structure of composition C2H2F2S. Source: OMol25; level of theory: ωB97M-V/def2-TZVPD.

```
! wB97M-V def2-TZVPD RIJCOSX def2/J DEFGRID3
* xyz 0 1
C -0.800 -0.159 -0.010
C 0.621 0.098 0.187
F 1.298 0.955 -1.166
F 1.223 0.658 1.196
S 0.360 -1.576 -0.094
H -1.467 -0.118 0.842
H -1.236 0.142 -0.955
*
```

For the HOMO-LUMO gap, the calculation gives 10.65 eV. The relative energy (zero: lowest compared OMol25 entry of this formula, charge and spin) comes out at 124.0 kJ/mol.

These are the natural (NBO) partial charges, in e, on atoms 1 to 5: C -0.528; C 0.540; F -0.478; F -0.269; S 0.241

=====

No. 4
A structure of composition C4H10F2NO7S2Ti. Source: OMol25; level of theory: ωB97M-V/def2-TZVPD.

```
! wB97M-V def2-TZVPD RIJCOSX def2/J DEFGRID3
* xyz -2 4
Ti -0.731 -0.368 -0.403
O 1.109 1.762 -2.732
C 2.513 1.905 -2.458
C 3.473 0.908 -3.231
O 3.242 0.692 -4.670
H 2.753 1.813 -1.398
H 2.769 2.952 -2.615
H 3.389 -0.046 -2.709
H 4.449 1.354 -3.039
N -3.763 1.841 -0.468
S -4.644 1.706 0.757
O -4.392 0.395 1.381
O -5.966 2.310 0.811
F -3.755 2.600 1.841
S -4.771 0.759 -1.309
O -6.256 0.863 -1.436
O -4.065 -0.486 -1.326
F -4.290 1.285 -2.764
C 2.637 -3.064 2.691
C 1.997 -1.785 3.080
O 0.691 -1.920 2.629
H 2.597 -3.881 3.411
H 3.678 -2.941 2.391
H 2.301 -3.382 1.704
H 2.527 -0.967 2.593
H 2.116 -1.618 4.150
H 0.392 -2.688 3.121
*
```

For the HOMO-LUMO gap (spin up / spin down), the calculation gives 4.49 / 3.95 eV.

These are the natural (NBO) partial charges, in e, on atoms 1 to 5: Ti 0.033; O -0.972; C -0.076; C -0.186; O -0.295

=====

No. 5
A structure of composition C34H87Ca3N5O16S. Source: OMol25; level of theory: ωB97M-V/def2-TZVPD.

```
! wB97M-V def2-TZVPD RIJCOSX def2/J DEFGRID3
* xyz 4 1
Ca 22.387 -30.609 -12.416
Ca 24.577 -28.036 -7.245
Ca 27.185 -31.903 -10.148
S 24.685 -30.515 -9.901
O 25.238 -31.713 -9.258
O 25.655 -30.384 -10.961
O 23.378 -30.811 -10.535
O 24.680 -29.410 -8.951
C 21.325 -33.712 -12.440
O 22.473 -32.924 -12.202
H 20.476 -33.107 -12.757
H 21.540 -34.460 -13.204
H 21.028 -34.256 -11.544
H 23.222 -33.491 -12.005
C 30.341 -24.361 -7.177
O 29.028 -24.825 -6.880
C 28.723 -26.024 -7.602
C 27.322 -26.369 -7.218
N 26.770 -27.492 -7.997
C 26.420 -27.012 -9.354
C 25.170 -26.062 -9.485
O 24.026 -26.788 -9.129
C 22.815 -26.006 -9.162
H 30.510 -23.453 -6.597
H 30.338 -23.958 -8.190
H 31.185 -25.042 -7.071
H 29.342 -26.891 -7.372
H 28.808 -25.840 -8.673
H 26.650 -25.513 -7.279
H 27.370 -26.608 -6.156
H 27.592 -28.065 -8.118
H 26.225 -27.832 -10.046
H 27.356 -26.638 -9.770
H 25.000 -25.791 -10.527
H 25.265 -25.182 -8.849
H 22.038 -26.659 -8.763
H 22.529 -25.814 -10.196
H 22.815 -25.042 -8.654
C 26.476 -36.687 -6.815
O 27.192 -35.558 -7.406
C 26.449 -34.350 -7.377
C 27.552 -33.254 -7.300
N 28.381 -32.952 -8.430
C 29.188 -34.027 -8.959
C 29.969 -33.508 -10.173
O 29.074 -32.876 -11.095
C 29.636 -32.536 -12.343
H 27.041 -37.616 -6.889
H 25.584 -36.916 -7.397
H 26.428 -36.449 -5.752
H 25.757 -34.202 -6.547
H 25.940 -34.141 -8.317
H 28.223 -33.505 -6.479
H 27.043 -32.330 -7.023
H 29.039 -32.356 -7.949
H 28.539 -34.809 -9.354
H 29.845 -34.355 -8.153
H 30.504 -34.325 -10.657
H 30.776 -32.845 -9.859
H 28.882 -32.064 -12.973
H 30.008 -33.396 -12.900
H 30.509 -31.903 -12.179
C 21.311 -27.430 -12.672
O 22.353 -28.319 -12.258
C 23.662 -27.713 -12.438
C 24.557 -28.443 -13.482
N 24.527 -29.904 -13.241
C 25.154 -30.595 -14.389
C 26.693 -30.639 -14.254
O 27.221 -29.384 -14.675
C 28.623 -29.363 -14.783
H 21.238 -26.406 -12.306
H 20.342 -27.901 -12.506
H 21.461 -27.337 -13.748
H 24.182 -27.874 -11.494
H 23.672 -26.644 -12.651
H 25.591 -28.108 -13.390
H 24.245 -28.085 -14.463
H 25.261 -30.008 -12.555
H 24.956 -30.043 -15.308
H 24.806 -31.622 -14.500
H 27.098 -31.382 -14.940
H 26.990 -30.982 -13.263
H 29.174 -29.647 -13.886
H 28.943 -28.335 -14.955
H 28.932 -29.995 -15.615
C 26.865 -29.798 -5.527
O 25.592 -29.773 -6.146
C 24.749 -30.815 -5.706
C 23.314 -30.670 -6.224
N 22.908 -29.285 -5.997
C 21.548 -28.940 -6.460
C 20.422 -29.697 -5.767
O 20.286 -30.974 -6.416
C 19.401 -31.786 -5.720
H 26.918 -29.344 -4.537
H 27.629 -29.356 -6.167
H 27.270 -30.803 -5.411
H 24.789 -30.906 -4.620
H 25.178 -31.717 -6.144
H 22.630 -31.343 -5.706
H 23.151 -30.901 -7.276
H 22.883 -29.162 -4.995
H 21.432 -29.101 -7.532
H 21.488 -27.854 -6.393
H 19.537 -29.093 -5.968
H 20.531 -29.768 -4.685
H 18.528 -31.247 -5.352
H 19.905 -32.178 -4.836
H 19.111 -32.617 -6.363
C 16.502 -34.502 -11.766
O 17.276 -34.497 -10.626
C 16.901 -35.542 -9.782
C 17.682 -35.409 -8.449
N 19.000 -36.024 -8.661
C 19.945 -35.857 -7.507
C 20.680 -34.498 -7.627
O 21.554 -34.655 -8.793
C 22.605 -33.659 -8.793
H 16.494 -35.533 -12.119
H 16.888 -33.953 -12.626
H 15.462 -34.262 -11.548
H 16.997 -36.533 -10.227
H 15.860 -35.397 -9.495
H 17.159 -35.959 -7.666
H 17.746 -34.369 -8.130
H 19.385 -35.586 -9.485
H 20.716 -36.628 -7.516
H 19.533 -35.985 -6.506
H 21.268 -34.307 -6.730
H 19.942 -33.713 -7.792
H 22.215 -32.780 -9.306
H 23.492 -34.089 -9.257
H 22.986 -33.348 -7.821
C 19.707 -29.310 -9.556
C 20.143 -30.763 -10.027
C 19.028 -31.821 -9.902
O 20.353 -30.568 -11.427
H 18.935 -28.889 -10.200
H 20.558 -28.635 -9.646
H 19.326 -29.180 -8.543
H 21.066 -31.003 -9.500
H 18.588 -31.824 -8.905
H 19.250 -32.845 -10.205
H 18.214 -31.540 -10.571
H 19.525 -30.769 -11.868
*
```

For the HOMO-LUMO gap, the calculation gives 5.61 eV. The relative energy (zero: lowest compared OMol25 entry of this formula, charge and spin) comes out at 237.9 kJ/mol.

These are the Mulliken partial charges, in e, on atoms 1 to 5: Ca 1.560; Ca 1.141; Ca 2.092; S 0.482; O -0.699

=====

No. 6
An isolated molecule of C3H8N2S. Source: OMol25; level of theory: ωB97M-V/def2-TZVPD.

```
! wB97M-V def2-TZVPD RIJCOSX def2/J DEFGRID3
* xyz 0 1
C 2.199 -0.144 -0.249
C 0.819 0.517 -0.179
C -2.548 -0.394 -0.171
H 2.199 -0.849 0.549
H 2.399 -0.651 -1.237
H 3.027 0.577 -0.129
H 0.795 1.250 0.662
H 0.567 1.173 -0.997
H 0.123 -0.852 1.144
H -1.566 0.975 0.801
H -2.264 -1.322 -0.728
N -0.176 -0.467 0.239
N -1.464 0.088 0.435
S -4.110 0.100 -0.141
*
```

As for the SMILES: CCNNC=S. For the HOMO-LUMO gap, the calculation gives 9.14 eV. The relative energy (zero: lowest compared OMol25 entry of this formula, charge and spin) comes out at 200.2 kJ/mol.

These are the natural (NBO) partial charges, in e, on atoms 1 to 5: C -0.612; C -0.229; C -0.067; H 0.203; H 0.220

=====

No. 7
An isolated molecule of C16H15F3N2O5S. Source: OMol25; level of theory: ωB97M-V/def2-TZVPD.

```
! wB97M-V def2-TZVPD RIJCOSX def2/J DEFGRID3
* xyz 0 1
C 2.032 3.483 3.971
H 2.847 4.088 3.566
H 2.339 3.037 4.922
H 1.161 4.116 4.136
O 1.611 2.500 3.050
C 2.505 1.590 2.591
C 3.821 1.520 3.042
C 4.702 0.590 2.521
C 4.295 -0.285 1.526
C 2.999 -0.225 1.065
C 2.080 0.692 1.586
C 0.733 0.668 1.036
N 0.590 0.040 -0.139
C -0.593 -0.018 -0.685
N -1.713 0.488 -0.202
C -1.599 1.095 0.976
C -0.404 1.220 1.656
H -0.355 1.703 2.616
C -2.873 1.678 1.546
F -2.934 3.007 1.354
F -2.958 1.488 2.873
F -3.972 1.155 1.004
S -0.678 -0.913 -2.282
O -0.215 -2.244 -2.003
O 0.067 -0.126 -3.224
C -2.464 -0.901 -2.686
C -3.069 -2.280 -2.508
H -2.552 -2.782 -1.688
H -4.124 -2.185 -2.242
C -2.966 -3.148 -3.768
C -1.523 -3.373 -4.173
O -0.926 -4.404 -4.061
O -1.006 -2.272 -4.730
H -0.055 -2.372 -4.891
H -3.423 -4.119 -3.582
H -3.479 -2.654 -4.595
H -2.537 -0.531 -3.704
H -2.882 -0.181 -1.988
H 2.652 -0.890 0.290
H 4.986 -1.005 1.117
H 5.714 0.556 2.896
H 4.168 2.193 3.809
*
```

As for the SMILES: COc1ccccc1-c1cc(C(F)(F)F)nc(S(=O)(=O)CCCC(=O)O)n1. For the HOMO-LUMO gap, the calculation gives 8.54 eV.

These are the natural (NBO) partial charges, in e, on atoms 1 to 5: C -0.254; H 0.185; H 0.182; H 0.206; O -0.518

=====

no.,electronic energy (a.u.)
1,-482.4754
2,-1869.8585
3,-675.2506
4,-2585.0572
5,-5255.1448
6,-626.7470
7,-1802.2171